Record 1
This record from the Open Molecules 2025 dataset describes one molecule with the formula C23H28N6O4S in a non-equilibrium geometry. The level of theory is the ωB97M-V functional and the def2-TZVPD basis.

Geometry (Å):
C -8.56849 -0.50692 0.94593
H -9.46554 0.10340 1.03665
O -7.57326 0.35563 0.45314
C -6.33104 -0.14559 0.23346
C -5.94459 -1.45702 0.46398
C -4.64748 -1.86908 0.20693
C -3.72264 -0.96559 -0.29157
C -4.09630 0.36106 -0.52981
C -5.38472 0.78027 -0.27119
O -5.84820 2.04566 -0.46063
C -4.95030 3.01405 -0.94163
H -4.11015 3.15916 -0.25409
H -5.52350 3.93721 -1.01012
H -4.56528 2.75181 -1.93264
H -3.35072 1.03358 -0.92125
C -2.36526 -1.37592 -0.55894
N -1.42332 -0.59237 -1.08224
N -0.37292 -1.38340 -1.10691
N -0.62608 -2.58204 -0.63948
N -1.86051 -2.60125 -0.28917
C 0.89800 -0.95686 -1.59600
H 0.85446 0.12849 -1.71771
H 1.09216 -1.41339 -2.57319
C 2.07782 -1.35466 -0.70726
O 3.09257 -1.78431 -1.23276
N 1.96842 -1.22109 0.62736
C 3.06409 -1.73544 1.43551
H 2.67122 -2.07163 2.39579
H 3.51182 -2.57859 0.90581
C 4.11821 -0.63679 1.66737
O 4.19275 -0.02189 2.71162
N 4.89221 -0.44257 0.59394
H 4.70222 -0.98123 -0.24242
C 5.93618 0.55442 0.51569
H 5.94802 1.06601 1.48074
C 5.69740 1.49941 -0.66369
H 4.65768 1.81374 -0.73369
C 6.15149 0.68116 -1.87165
H 6.41881 1.31477 -2.71581
C 7.34900 -0.14019 -1.36553
H 7.29936 -1.16322 -1.73545
H 8.28699 0.28983 -1.71543
C 7.28230 -0.09759 0.17224
H 8.08937 0.51432 0.57361
H 7.35962 -1.08834 0.61716
H 5.34615 0.01986 -2.19398
H 6.32349 2.38388 -0.54448
C 0.94605 -0.47475 1.34200
C 0.69575 0.89556 0.80217
C -0.48633 1.56433 0.72672
C -0.34478 2.87443 0.21474
C 0.94106 3.18070 -0.08530
S 2.01596 1.88342 0.26246
H 1.33521 4.09161 -0.48931
H -1.16691 3.55296 0.07531
H -1.42804 1.13885 1.02304
H 1.30711 -0.37259 2.37112
H 0.00369 -1.03370 1.38532
H -4.34712 -2.88841 0.38832
H -6.65252 -2.17352 0.84822
H -8.30353 -0.90853 1.92956
H -8.76254 -1.33465 0.25592

Cartesian forces, eV/Å:
C -0.2 -0.2 0.1
H 0.0 -0.1 0.0
O 0.4 0.2 -0.1
C 0.0 0.1 0.0
C -0.3 0.2 0.0
C 0.4 0.2 -0.2
C -0.7 0.0 0.2
C -0.1 0.0 0.0
C -0.2 0.1 0.0
O -0.1 -0.4 0.1
C 0.1 0.2 -0.1
H 0.0 0.0 0.0
H 0.1 0.0 0.0
H 0.0 0.0 0.0
H 0.0 0.2 -0.1
C 1.1 0.1 -0.4
N -0.7 0.1 -0.1
N -0.9 0.0 0.3
N 1.0 -0.5 -0.1
N -0.6 -0.2 0.3
C 0.8 0.0 -0.5
H 0.0 -0.2 0.1
H 0.0 0.1 0.2
C -0.3 0.1 -0.2
O 0.1 -0.1 -0.3
N 0.2 -0.1 0.3
C 0.3 -0.1 0.1
H 0.1 0.1 -0.1
H -0.1 0.1 0.1
C -0.4 -0.7 -0.1
O 0.0 0.2 0.4
N 0.3 0.0 -0.6
H -0.2 -0.1 0.2
C 0.1 0.3 0.3
H 0.0 -0.1 -0.1
C -0.1 -0.1 0.0
H 0.0 0.1 0.0
C 0.0 0.1 -0.1
H -0.1 0.0 -0.1
C 0.1 -0.1 -0.1
H 0.1 0.0 -0.1
H 0.0 -0.1 0.0
C 0.0 0.0 0.1
H 0.0 0.0 0.0
H 0.0 0.0 0.1
H -0.1 0.0 -0.1
H 0.0 0.1 0.0
C -0.4 0.1 0.3
C 0.2 0.3 0.0
C 0.3 -0.2 0.1
C 0.1 0.2 0.0
C 0.3 -0.2 0.0
S -0.6 0.0 0.1
H 0.0 0.2 -0.1
H -0.1 0.2 0.0
H -0.2 -0.1 0.0
H 0.0 -0.1 -0.2
H 0.1 0.1 0.0
H 0.0 -0.1 0.0
H -0.1 0.0 0.0
H 0.0 0.0 0.0
H 0.0 0.0 0.0

Summary:
SMILES	COc1ccc(-c2nnn(CC(=O)N(CC(=O)NC3CCCC3)Cc3cccs3)n2)cc1OC
orbital gap	8.66	eV
relative energy (zero: lowest compared OMol25 entry of this formula, charge and spin)	37.8	kcal/mol
2S+1	1
LUMO	0.51	eV

Record 2
This record from the Open Molecules 2025 dataset describes C23H29AuGePSe as an isolated structure. The level of theory is the ωB97M-V functional and the def2-TZVPD basis.

Geometry (Å):
Au -0.68822 0.10623 0.90095
C -1.68163 -5.93848 -0.22288
Ge -0.67692 -5.54653 1.41976
C -1.85826 -5.54100 2.99841
C 0.82846 -6.77045 1.69519
C 0.13443 -3.72164 1.11868
Se -0.83863 -2.25247 1.92570
C -2.59018 -2.52754 1.11626
H -2.17472 -6.90662 -0.13432
H -1.00416 -5.97810 -1.07613
H -2.44071 -5.18169 -0.41852
H -1.74724 -6.48802 3.52583
H -2.90330 -5.44533 2.70316
H -1.61764 -4.73766 3.69531
H 0.45583 -7.74441 2.01211
H 1.49937 -6.39441 2.46713
H 1.39475 -6.90112 0.77353
H 0.24161 -3.52142 0.05412
H 1.12349 -3.67307 1.57456
H -3.05128 -3.40546 1.56087
H -2.47577 -2.65675 0.04356
H -3.18832 -1.64465 1.32722
C -0.86873 6.25297 0.91331
C -0.32352 5.34058 0.02142
C -0.73441 4.01901 0.04571
C -1.71741 3.60755 0.94640
C -2.24938 4.52119 1.85232
C -1.82414 5.84116 1.82907
P -2.22811 1.86318 0.92637
C -3.24899 1.62488 2.41412
C -2.73475 0.86780 3.46838
C -3.48723 0.63291 4.60866
C -4.76727 1.15517 4.70908
C -5.27135 1.94962 3.68932
C -4.51649 2.19536 2.55376
C -3.29385 1.65356 -0.53864
C -2.65780 1.78226 -1.77647
C -3.36352 1.60405 -2.95255
C -4.71145 1.27515 -2.90466
C -5.33900 1.11275 -1.68105
C -4.63696 1.29151 -0.49640
H -0.53533 7.28209 0.90599
H 0.43141 5.65372 -0.68755
H -0.27516 3.30303 -0.62355
H -2.98735 4.20968 2.57785
H -2.23954 6.54678 2.53626
H -1.72698 0.48010 3.41307
H -3.06775 0.04651 5.41564
H -5.36775 0.95374 5.58634
H -6.25584 2.38856 3.78435
H -4.90803 2.84488 1.78116
H -1.60183 2.01592 -1.81502
H -2.86054 1.71192 -3.90429
H -5.26568 1.13286 -3.82275
H -6.38671 0.84380 -1.64496
H -5.14125 1.13453 0.44474

Cartesian forces, eV/Å:
Au -0.5 -0.2 0.4
C 0.2 -0.1 0.2
Ge 0.0 0.1 0.0
C 0.1 0.0 -0.2
C -0.2 0.1 -0.1
C 0.0 -0.2 0.0
Se 0.1 0.4 -0.2
C 0.0 -0.1 0.0
H 0.0 0.0 0.0
H 0.0 0.0 0.0
H 0.0 0.0 0.0
H 0.0 0.0 0.0
H 0.0 0.0 0.0
H 0.0 0.0 0.0
H 0.0 0.0 0.0
H 0.0 0.0 0.0
H 0.0 0.0 0.0
H 0.0 0.0 0.0
H 0.0 0.0 0.0
H 0.0 0.0 0.0
H 0.0 0.0 0.0
H 0.0 0.0 0.0
C 0.0 0.0 0.0
C 0.0 0.0 -0.1
C -0.1 0.0 0.1
C 0.2 -0.2 0.0
C 0.0 0.0 -0.1
C 0.0 0.0 0.0
P 0.0 0.2 0.0
C 0.1 -0.1 0.0
C 0.0 0.1 -0.1
C 0.0 0.0 0.0
C 0.0 0.0 0.0
C -0.1 0.1 0.0
C 0.0 0.0 0.0
C 0.1 -0.1 0.0
C -0.1 0.0 0.1
C 0.0 0.0 0.0
C 0.0 0.0 0.0
C -0.1 0.0 0.0
C 0.1 0.0 0.0
H 0.0 0.0 0.0
H 0.0 0.0 0.0
H 0.0 0.0 0.0
H 0.0 0.0 0.0
H 0.0 0.0 0.0
H 0.0 -0.1 0.0
H 0.0 0.0 0.0
H 0.0 0.0 0.0
H 0.0 0.0 0.0
H 0.0 0.0 0.0
H 0.0 0.0 -0.1
H 0.0 0.0 0.0
H 0.0 0.0 0.0
H 0.0 0.0 0.0
H 0.0 0.0 0.0

Summary:
orbital gap	8.46	eV
relative energy (zero: lowest compared OMol25 entry of this formula, charge and spin)	3.1	kcal/mol
2S+1	1
net charge	+1
LUMO	-3.10	eV

Record 3
This record from the Open Molecules 2025 dataset describes a 2-piece molecular cluster, C23H29B2Cl3F3O3 overall in a non-equilibrium geometry. The level of theory is the ωB97M-V functional and the def2-TZVPD basis.

Geometry (Å):
Cl -3.67374 -4.92023 1.29401
B -1.85634 -4.91865 0.98943
Cl -1.22301 -3.53286 2.42134
Cl -1.01795 -6.47434 1.53390
O -1.54937 -4.43814 -0.33670
C -0.25235 -3.94825 -0.59982
C 0.05284 -3.93260 -2.10689
C 1.39619 -3.93195 -2.51621
C 1.71186 -3.77527 -3.85978
C 0.66771 -3.61485 -4.78477
C -0.67079 -3.60402 -4.38180
C -0.98430 -3.76337 -3.02734
H 0.45331 -4.66085 -0.11800
H 2.18726 -4.02254 -1.75001
H 2.76000 -3.69462 -4.15180
H 0.91004 -3.34852 -5.81170
H -1.48672 -3.38572 -5.05938
H -2.01189 -3.72777 -2.65689
C -2.36784 2.18111 3.70113
C -1.09912 2.50855 2.91380
C -0.89840 4.04386 2.78230
C 0.21737 1.69380 3.36225
C 1.21833 2.42816 4.23936
C -0.08219 0.31744 3.96656
O 0.90884 1.52962 2.10231
B 0.03092 1.99761 1.13142
C 0.46858 2.28657 -0.32021
C 1.82273 2.33802 -0.69099
C 2.18427 2.93126 -1.88911
C 1.17378 3.35785 -2.76458
C 1.56892 4.19082 -3.95743
F 0.51147 4.49127 -4.76320
F 2.11295 5.38594 -3.55296
F 2.51026 3.59540 -4.75467
C -0.15610 3.02634 -2.52631
C -0.50915 2.44043 -1.32551
C -0.11403 -2.54000 -0.09301
C 1.14475 -1.68554 -0.22757
C -1.19851 -1.63072 -0.73403
O -1.29280 2.06261 1.55921
H -2.31560 2.62497 4.70876
H -3.24172 2.58649 3.17474
H -2.49071 1.09312 3.80032
H -0.88583 4.55147 3.75074
H 0.02421 4.31242 2.23573
H -1.74160 4.45282 2.20416
H 0.79675 2.72183 5.20386
H 2.05318 1.74843 4.45627
H 1.63441 3.31353 3.73273
H -0.54346 0.41539 4.96116
H -0.73737 -0.28927 3.32572
H 0.86220 -0.22256 4.11693
H 2.58351 1.98865 0.00367
H 3.23903 3.07187 -2.14154
H -0.93571 3.24116 -3.27567
H -1.53857 2.18088 -1.11212
H -0.34553 -2.56247 1.01091
H 1.26248 -1.04887 0.65201
H 2.08890 -2.21442 -0.33456
H 1.04452 -0.98018 -1.06659
H -1.41276 -0.79708 -0.05053
H -0.83839 -1.26600 -1.70158
H -2.12969 -2.17804 -0.89143

Cartesian forces, eV/Å:
Cl 0.0 -0.3 -0.3
B 0.3 1.3 -0.2
Cl -0.7 -1.0 0.9
Cl 0.0 -0.1 -0.3
O -0.4 -0.3 1.1
C 1.1 -1.1 -0.8
C -0.2 -0.2 0.6
C -0.2 -0.1 0.3
C -0.5 0.2 0.1
C 0.1 0.5 -0.1
C 0.3 0.1 0.8
C 0.5 -0.2 -0.1
H 0.0 0.6 -0.1
H -0.5 0.0 -0.6
H -0.3 -0.1 -0.1
H 0.0 -0.3 0.1
H 0.2 -0.1 -0.3
H 0.4 -0.1 -0.2
C 0.3 -0.1 0.2
C -0.1 0.1 0.6
C 0.0 -0.1 0.2
C -0.3 0.2 0.1
C 0.1 0.3 0.2
C -0.1 0.0 0.0
O -0.8 0.9 -0.7
B 0.0 -2.1 0.0
C -0.2 -0.9 -0.8
C -0.3 0.6 0.3
C -0.1 0.0 -0.4
C 0.4 -0.1 -0.1
C 0.1 0.3 -0.5
F 0.7 -0.1 0.5
F -0.4 -0.8 -0.4
F -0.6 0.4 0.6
C -0.4 0.1 -0.8
C 0.6 0.6 0.8
C -0.9 2.4 1.3
C 0.7 0.0 -0.2
C -0.3 -0.5 0.3
O 1.1 0.5 -0.2
H -0.1 -0.2 -0.3
H 0.3 0.0 0.1
H 0.0 0.4 -0.1
H 0.1 -0.1 0.0
H -0.3 -0.2 0.2
H 0.2 -0.2 0.2
H -0.1 0.1 -0.1
H -0.2 0.2 -0.1
H -0.3 -0.3 0.2
H 0.0 0.0 -0.3
H 0.2 0.1 0.2
H -0.2 0.1 -0.2
H -0.1 0.2 0.0
H -0.4 0.0 0.0
H 0.6 -0.1 0.4
H 0.0 0.2 0.0
H 0.5 0.0 -1.9
H -0.1 0.0 0.1
H 0.1 -0.2 0.0
H 0.3 -0.3 0.0
H 0.1 0.0 -0.3
H -0.2 0.1 0.1
H 0.0 0.1 0.1

Summary:
orbital gap	7.45	eV
relative energy (zero: lowest compared OMol25 entry of this formula, charge and spin)	0.0	kcal/mol
2S+1	1
net charge	-1
LUMO	1.99	eV